DFT (ωB97M-V/def2-TZVPD) results for a structure of composition C17H48FeO21S3V at a distorted geometry.

Last column: Löwdin charge in e.
Geometry (Å):
Fe 2.764 -1.698 -0.106  1.09
O 1.020 4.147 0.623  -0.37
V 0.881 2.794 -0.262  0.92
O 0.418 3.204 -1.688  -0.29
S 1.855 -4.720 1.057  0.24
O 0.460 -4.445 1.362  -0.35
O 2.445 -3.422 0.518  -0.43
O 2.687 -5.046 2.223  -0.40
O 2.016 -5.766 0.056  -0.39
S 0.330 -0.638 -0.103  0.44
O 0.387 0.793 -0.483  -0.35
O -0.980 -1.140 0.231  -0.29
O 1.063 -1.516 -1.044  -0.33
O 1.361 -0.849 0.945  -0.36
S 3.929 1.317 -0.938  0.32
O 3.462 -0.056 -0.548  -0.41
O 2.812 2.256 -0.720  -0.38
O 5.096 1.684 -0.144  -0.33
O 4.243 1.270 -2.362  -0.33
C 4.887 -2.078 -2.408  -0.07
O 3.703 -2.576 -1.733  -0.17
H 4.564 -1.247 -3.034  0.08
H 5.618 -1.775 -1.663  0.09
H 5.322 -2.862 -3.029  0.08
H 3.402 -3.300 -2.290  0.12
C -4.240 0.518 0.553  -0.15
O -2.869 0.702 0.496  -0.13
H -4.653 0.107 -0.380  0.08
H -4.599 -0.168 1.329  0.08
H -4.749 1.474 0.709  0.07
H -2.397 -0.162 0.458  0.06
C -3.723 -3.049 -2.040  -0.08
C -2.566 -3.874 -1.623  -0.48
C -1.294 -3.690 -2.476  -0.05
O -2.215 -3.522 -0.290  -0.07
H -3.942 -3.191 -3.113  0.07
H -3.592 -1.964 -2.092  0.07
H -4.662 -3.276 -1.535  0.07
H -2.739 -4.952 -1.576  0.14
H -1.378 -4.265 -3.408  0.07
H -0.483 -4.212 -1.968  0.09
H -1.089 -2.651 -2.730  0.07
H -1.644 -2.732 -0.271  0.03
C 3.404 2.172 3.058  -0.02
C 2.061 1.433 3.190  -0.45
C 1.326 1.743 4.503  -0.04
O 1.191 1.753 2.120  -0.10
H 3.783 2.262 2.035  0.06
H 4.230 1.752 3.627  0.08
H 3.176 3.223 3.263  0.08
H 2.215 0.350 3.186  0.12
H 1.968 1.815 5.381  0.08
H 0.611 0.941 4.706  0.06
H 0.763 2.675 4.411  0.07
H 0.271 1.687 2.390  0.06
C -3.310 4.346 0.584  -0.04
C -1.974 3.971 1.183  -0.46
C -2.002 3.536 2.629  -0.03
O -1.409 2.881 0.451  -0.12
H -3.613 5.204 1.188  0.08
H -4.035 3.529 0.653  0.06
H -3.218 4.544 -0.482  0.09
H -1.330 4.824 0.961  0.13
H -1.017 3.371 3.068  0.06
H -2.468 2.551 2.742  0.08
H -2.557 4.213 3.285  0.08
H -1.921 2.056 0.581  0.05
C -0.162 -2.107 3.938  -0.03
C -1.650 -1.873 3.593  -0.47
C -2.022 -0.392 3.605  -0.07
O -2.036 -2.433 2.348  -0.05
H -0.040 -1.619 4.910  0.07
H 0.474 -1.617 3.200  0.06
H 0.036 -3.176 3.967  0.08
H -2.272 -2.348 4.357  0.13
H -3.064 -0.204 3.358  0.07
H -1.333 0.145 2.942  0.06
H -1.773 0.118 4.544  0.07
H -1.649 -1.880 1.637  0.03
C 0.840 1.335 -4.088  -0.05
C 0.889 0.854 -5.532  -0.50
C -0.075 1.547 -6.444  -0.08
O 2.220 1.170 -5.958  -0.05
H 0.764 2.422 -4.107  0.07
H 1.729 1.047 -3.522  0.08
H 0.092 0.884 -3.431  0.08
H 0.730 -0.232 -5.490  0.13
H -0.007 2.635 -6.404  0.08
H -1.130 1.310 -6.281  0.08
H 0.137 1.210 -7.466  0.07
H 2.247 0.950 -6.896  0.07

- Energy above the lowest of the compared OMol25 structures with the same formula, charge and spin: 0.000 eV
- Max |F|: 4.4 eV Å⁻¹
- Total charge: -2
- DFT total energy: -153989.79611 eV
- Highest occupied orbital energy (spin up / spin down): -2.6 / -2.6 eV
- <S²>: 8.761
- Spin multiplicity: 6
- Kohn-Sham gap (spin up / spin down): 6.565 / 6.447 eV